Below is a molecular structure, C32H44CoN2O2P2S2, with properties calculated with wB97M-V/def2-TZVPD.

Energy relative to the best compared isomer or geometry (same formula, charge and spin)   0.0 kJ/mol
Kohn-Sham gap   6.50 eV
Molecular weight   673.73 g mol⁻¹
HOMO   -3.73 eV
Total charge   -1

```
85
Properties=species:S:1:pos:R:3:lowdin_charge:R:1
Co -0.491 -0.393 0.109 -0.235
S -0.630 1.848 0.145 0.756
S -2.754 -0.555 0.248 0.703
P -0.419 -0.279 -2.144 1.068
P -0.153 -0.524 2.357 1.080
O -0.521 -2.366 0.164 -0.313
O 1.383 -2.934 -0.619 -0.072
N 0.367 -3.277 -0.058 -0.177
N 1.464 -0.128 0.010 -0.072
C 2.242 -0.509 1.079 -0.276
C 3.763 -1.204 3.399 -0.294
C 1.753 0.943 -3.500 -0.073
C -4.177 3.773 0.162 -0.122
C -1.285 2.291 -3.122 -0.118
C -4.647 1.419 0.218 -0.140
C 1.645 -0.650 2.346 -0.291
C -0.038 -1.900 -4.481 -0.109
C -2.358 2.169 0.163 -0.666
C 3.528 2.138 -4.842 -0.068
C 0.420 2.013 3.505 -0.124
C -0.528 0.817 3.597 -0.509
C 3.711 1.635 -2.368 -0.052
C 4.336 -1.174 2.124 -0.047
C -1.432 0.777 -3.289 -0.495
C -5.096 2.732 0.198 -0.122
C -0.379 -1.928 -2.993 -0.504
C 2.405 -0.957 3.472 -0.077
C 3.611 -0.850 0.999 -0.029
C 2.991 1.558 -3.562 -0.293
C -1.622 -2.786 -2.739 -0.119
C -2.180 -2.334 3.181 -0.133
C 4.571 -1.572 4.615 -0.069
C 2.008 0.405 -1.136 -0.296
C 3.244 1.088 -1.193 -0.027
C -0.688 -2.032 3.332 -0.497
C 0.101 -3.317 3.075 -0.110
C 1.254 0.382 -2.327 -0.275
C -1.981 1.291 3.543 -0.100
C -2.820 3.485 0.145 -0.144
C -2.915 0.403 -3.308 -0.094
C -3.284 1.116 0.207 -0.678
H -2.184 1.934 4.404 0.078
H -1.896 2.653 -2.299 0.045
H 0.173 2.723 4.301 0.074
H -1.364 -3.840 -2.873 0.080
H 4.097 -1.206 5.527 0.069
H -2.699 0.473 3.551 0.053
H 0.308 2.517 2.546 0.025
H -3.381 0.609 -2.346 0.050
H -2.092 4.289 0.114 0.097
H -4.513 4.803 0.146 0.087
H 0.876 -1.342 -4.686 0.061
H -0.496 -1.732 4.369 0.091
H 3.936 3.139 -4.687 0.071
H -2.014 -2.658 -1.732 0.036
H -1.636 2.775 -4.040 0.079
H 1.178 -3.160 3.039 0.063
H -2.392 -2.651 2.161 0.045
H -0.205 -3.785 2.143 0.050
H -2.449 -3.147 3.863 0.075
H 1.463 1.719 3.620 0.063
H 4.329 1.521 -5.261 0.072
H 0.113 -2.924 -4.832 0.078
H -1.011 0.518 -4.267 0.080
H 4.680 -2.656 4.714 0.074
H 1.140 0.929 -4.396 0.102
H 4.660 2.163 -2.355 0.107
H 5.576 -1.148 4.568 0.069
H -5.358 0.601 0.245 0.093
H 0.461 -2.386 -2.468 0.072
H 1.906 -1.030 4.436 0.116
H -6.159 2.938 0.209 0.087
H -2.416 -2.555 -3.451 0.058
H -3.084 -0.646 -3.541 0.052
H 5.385 -1.431 2.011 0.108
H 4.092 -0.888 0.032 0.107
H -2.158 1.872 2.640 0.053
H -0.257 2.599 -2.939 0.060
H 3.816 1.228 -0.288 0.103
H -0.359 0.330 4.565 0.094
H -0.113 -4.018 3.887 0.077
H -2.820 -1.481 3.398 0.044
H -3.423 1.004 -4.068 0.080
H -0.850 -1.474 -5.077 0.069
H 2.743 2.211 -5.596 0.068
```

Below is 12 unconnected molecules or ions with the total composition C70H89F12N15O15S4 in a non-equilibrium geometry, with properties calculated with wB97M-V/def2-TZVPD.

Kohn-Sham gap   4.97 eV
Molecular weight   1736.82 g mol⁻¹
HOMO   -15.25 eV
Total charge   +6

```
205
Properties=species:S:1:pos:R:3:lowdin_charge:R:1
S 1.147 -5.379 2.761 0.438
S 2.751 6.639 -0.875 0.459
S -5.889 -0.878 -0.208 0.425
S 1.690 0.878 -3.595 0.508
F 1.232 6.014 -2.914 0.104
F 2.220 -1.679 -2.885 0.104
F 0.269 7.254 -1.429 0.117
F 1.796 -1.305 -4.999 0.106
F -5.703 -1.854 -2.805 0.135
F 0.518 5.088 -1.147 0.130
F 1.892 -3.017 3.905 0.058
F -6.980 -2.902 -1.441 0.064
F 3.700 -0.860 -4.128 0.133
F -4.855 -3.147 -1.246 0.101
F 2.947 -4.802 4.710 0.110
F 3.371 -3.920 2.678 0.079
O -6.894 0.097 -0.570 -0.347
O 2.464 1.759 -4.494 -0.345
O 2.013 -6.364 2.140 -0.329
O -2.951 1.098 3.325 -0.038
O -6.302 -1.665 0.913 -0.295
O 2.857 7.979 -1.457 -0.348
O 0.523 -4.514 1.806 -0.302
O -4.572 -0.317 -0.185 -0.318
O 0.330 0.674 -3.989 -0.300
O -2.546 -0.993 4.202 -0.190
O 3.795 5.677 -1.128 -0.305
O -3.153 0.720 5.465 -0.036
O 1.844 1.094 -2.150 -0.335
O 2.446 6.776 0.525 -0.342
O 0.357 -5.853 3.854 -0.300
N -1.356 -1.956 0.701 -0.069
N 7.931 -12.238 -0.603 -0.064
N -7.569 -6.392 9.327 -0.098
N 5.682 9.386 6.366 -0.078
N -2.692 2.152 -2.694 -0.025
N -1.746 -3.803 6.369 -0.035
N -3.996 2.390 -0.983 -0.082
N 0.294 -0.673 1.188 -0.016
N 1.691 9.891 0.679 -0.061
N -12.031 -0.874 -2.133 -0.087
N 3.837 -6.551 -0.235 -0.050
N -2.914 0.312 4.303 -0.527
N 7.502 2.905 -12.011 -0.079
N 4.974 3.575 -5.446 -0.036
N -11.965 1.088 -1.302 -0.051
C -0.555 -1.849 -0.422 0.011
C 6.210 -11.042 0.512 0.064
C -0.552 -3.196 5.699 0.047
C -6.090 -6.304 7.465 0.055
C 4.463 3.826 -4.035 0.047
C 0.879 0.498 1.838 -0.161
C -1.932 -5.133 6.374 0.018
C -10.680 0.606 -1.184 0.022
C 5.096 2.341 -5.887 0.003
C -2.430 -2.908 0.844 0.028
C 1.253 9.218 1.738 0.007
C 4.485 10.822 4.930 0.064
C 7.272 2.008 -9.784 0.028
C 3.329 9.734 2.894 -0.146
C -2.761 -3.014 6.831 0.036
C 6.301 2.951 -9.460 -0.110
C -7.267 -6.682 8.057 0.020
C 6.614 9.226 7.530 0.057
C -0.831 -1.254 1.662 -0.011
C 2.409 -0.807 -3.897 -0.654
C 0.767 10.172 -0.461 0.053
C 2.402 -4.268 3.576 -0.556
C 2.932 10.336 0.610 0.023
C 3.002 -5.400 -0.636 0.045
C 5.324 4.626 -6.297 0.071
C -1.916 2.041 -1.557 0.009
C 8.799 -13.444 -0.765 0.047
C 5.385 -8.858 -0.344 -0.157
C 3.259 -7.773 0.018 0.053
C -12.416 2.488 -1.049 -0.129
C -2.183 2.146 -4.083 -0.164
C -5.789 -2.222 -1.534 -0.620
C 7.778 1.984 -11.042 0.004
C 0.791 1.821 1.071 -0.056
C -3.861 -3.526 7.433 0.066
C -13.709 2.609 -0.180 -0.047
C 4.118 9.723 4.136 -0.122
C -12.563 -2.145 -2.574 0.028
C 5.851 3.828 -10.526 0.065
C -12.750 0.204 -1.817 -0.039
C -5.225 -5.422 8.089 -0.142
C 4.022 -8.934 -0.120 0.063
C -8.900 -6.660 9.850 0.052
C 5.162 -6.448 -0.431 0.016
C -2.734 2.245 -0.497 -0.011
C 0.434 -0.972 -0.142 -0.006
C -5.565 -5.116 9.411 0.075
C -1.078 3.103 -4.253 -0.082
C 5.564 2.024 -7.195 0.063
C 7.130 -10.266 -1.589 0.042
C -3.034 -5.758 6.911 0.056
C 5.943 -7.583 -0.459 0.051
C 5.326 8.314 5.668 0.018
C 2.032 9.168 2.892 0.066
C 3.813 10.245 1.698 0.084
C 5.284 10.673 6.044 0.056
C -5.145 2.685 -0.168 0.011
C 6.201 -10.045 -0.523 -0.096
C -4.000 -4.938 7.467 -0.135
C 8.125 2.826 -13.345 0.042
C 7.064 -12.113 0.424 0.019
C -10.721 -0.605 -1.805 0.008
C 8.004 -11.318 -1.625 0.022
C 4.567 8.446 4.517 0.071
C -6.754 -5.585 9.969 0.015
C 6.507 3.793 -11.736 0.018
C 1.077 6.210 -1.596 -0.665
C -3.921 2.334 -2.331 -0.016
C 5.793 3.048 -8.088 -0.147
C 5.811 4.380 -7.592 0.061
H -13.818 0.314 -2.012 0.187
H -4.722 -2.948 7.770 0.150
H -11.941 -2.490 -3.393 0.108
H 5.670 0.934 -7.443 0.154
H 9.260 2.841 -13.222 0.149
H -2.434 2.142 0.526 0.122
H -2.036 -3.886 0.947 0.079
H -1.151 -5.739 5.914 0.142
H -0.846 -2.176 5.283 0.107
H 3.093 10.929 -0.251 0.145
H -14.561 2.509 -0.845 0.072
H -12.577 3.028 -1.957 0.117
H 4.992 4.490 -10.431 0.143
H -5.795 1.797 -0.253 0.059
H 6.223 9.789 8.368 0.113
H 7.622 1.138 -9.135 0.169
H -9.700 1.067 -0.909 0.155
H -2.575 -2.000 6.540 0.124
H 7.676 2.074 -13.969 0.114
H 1.131 -0.533 -0.790 0.084
H 0.407 0.643 2.818 0.131
H 6.184 4.445 -12.562 0.163
H -10.005 -1.343 -2.141 0.146
H 5.619 -5.513 -0.586 0.141
H -0.806 -2.387 -1.295 0.129
H 5.098 5.599 -5.965 0.134
H -13.494 -2.019 -3.051 0.091
H 8.476 -14.175 -0.050 0.097
H -13.788 1.890 0.632 0.086
H -1.889 1.114 -4.275 0.118
H 6.953 -7.398 -0.841 0.143
H -7.134 -5.423 10.970 0.157
H -2.965 -6.835 6.865 0.143
H 1.001 2.720 1.746 0.114
H 1.940 0.358 1.972 0.115
H 3.508 -4.505 -0.322 0.102
H 5.590 -10.940 1.382 0.136
H 3.020 -5.377 -1.735 0.124
H 7.211 -9.592 -2.511 0.166
H -9.576 -6.742 9.017 0.107
H -2.988 -2.659 1.824 0.140
H 1.054 11.092 -0.967 0.111
H 4.826 10.557 1.622 0.133
H 2.064 -5.457 -0.114 0.077
H -9.148 -5.791 10.529 0.138
H -4.755 2.551 -2.981 0.176
H -5.621 3.586 -0.587 0.107
H -1.408 4.141 -4.040 0.100
H -0.607 3.103 -5.245 0.102
H 6.078 5.202 -8.184 0.114
H 9.875 -13.273 -0.629 0.124
H 0.298 8.733 1.697 0.155
H -8.073 -7.228 7.563 0.160
H 0.858 9.376 -1.200 0.080
H -0.326 2.921 -3.507 0.040
H 6.514 8.189 7.802 0.098
H -0.896 1.852 -1.738 0.103
H 4.336 7.636 3.829 0.149
H 5.696 7.403 6.052 0.138
H -11.530 3.005 -0.614 0.134
H -12.532 -2.836 -1.746 0.111
H -3.144 -2.723 0.085 0.057
H 4.767 4.837 -3.637 0.117
H 3.448 -9.850 -0.069 0.145
H 8.622 -13.841 -1.763 0.115
H 8.614 1.298 -11.342 0.173
H 8.757 -11.441 -2.390 0.157
H -5.984 -6.488 6.399 0.149
H -0.192 -3.797 4.868 0.062
H 7.849 3.766 -13.794 0.094
H 5.649 11.344 6.817 0.156
H 1.305 1.900 0.109 0.056
H -13.733 3.651 0.100 0.080
H 1.621 8.701 3.749 0.127
H 4.898 3.083 -3.381 0.105
H -4.938 -4.481 10.032 0.146
H -4.840 2.935 0.849 0.112
H 4.692 1.503 -5.301 0.137
H -0.265 10.263 -0.104 0.117
H 2.222 -7.782 0.269 0.134
H 7.166 -12.776 1.295 0.168
H -8.871 -7.564 10.430 0.116
H -1.315 -1.238 2.654 0.130
H 3.366 3.705 -4.038 0.090
H 0.150 -3.038 6.523 0.119
H 4.105 11.822 4.749 0.143
H -0.274 1.947 0.829 0.049
H 7.626 9.453 7.292 0.109
H -3.050 2.285 -4.698 0.122
```

Below is 2 unconnected molecules or ions with the total composition C2H6O2S2 in a non-equilibrium geometry, with properties calculated with wB97M-V/def2-TZVPD.

Energy relative to the best compared isomer or geometry (same formula, charge and spin)   0.0 kJ/mol
Kohn-Sham gap (alpha / beta)   6.17 / 9.02 eV
Spin multiplicity   3
Molecular weight   126.20 g mol⁻¹
HOMO (alpha / beta)   -5.62 / -9.53 eV
⟨S²⟩   2.008
Total charge   0

```
12
Properties=species:S:1:pos:R:3:nbo_charge:R:1
S -1.866 -0.099 1.767 0.043
S 2.168 0.200 1.242 -0.062
O 0.380 -1.693 0.648 -0.757
O 1.267 -0.558 -1.124 -0.708
C -1.164 0.847 0.478 -0.532
C 0.967 -0.576 0.192 0.363
H -1.713 0.878 -0.444 0.195
H 0.909 -1.353 -1.541 0.488
H -2.638 -0.884 1.016 0.132
H 2.712 0.902 0.257 0.141
H -0.242 -1.479 1.393 0.496
H -0.740 1.773 0.821 0.201
```